No. 1
CHBr4Zr | ωB97M-V with the def2-TZVPD basis set

Cartesian coordinates (Å):
Zr (-3.90597, -2.34659, -1.84865)
Br (-2.09902, -2.02241, -0.08901)
C (1.03099, 0.83802, 0.30831)
Br (1.67812, 2.60634, 0.02710)
Br (1.58550, 0.61565, 2.09791)
Br (1.76007, -0.54679, -0.74809)
H (-0.04969, 0.85579, 0.25243)

## Properties
- LUMO energy: -17.259 eV
- Energy above the lowest of the compared OMol25 structures with the same formula, charge and spin: 0.00 kJ/mol
- F_max: 2.62 eV/A
- Multiplicity: 1
- Total charge: +3

No. 2
C3H7N3O | ωB97M-V with the def2-TZVPD basis set

Cartesian coordinates (Å):
C (-1.17203, -0.57588, 0.00799)
C (1.23582, 0.44448, -0.20531)
C (0.13984, 1.35967, 0.27690)
N (0.98817, -0.84427, 0.23547)
N (-1.18393, 0.72029, 0.00015)
N (-1.96827, -1.62197, 0.01750)
O (-2.22304, 1.46256, -0.08138)
H (1.22872, 0.52872, -1.38931)
H (2.30808, 0.86236, -0.09136)
H (0.12088, 1.36849, 1.39414)
H (0.18442, 2.42396, -0.18130)
H (1.19107, -1.78522, -0.26109)
H (-2.44199, -1.84540, 0.86063)
H (-1.53336, -2.45389, -0.42263)

## Properties
- LUMO energy (spin up / spin down): 0.369 / 0.369 eV
- Energy above the lowest of the compared OMol25 structures with the same formula, charge and spin: 652.06 kJ/mol
- F_max: 5.30 eV/A
- Multiplicity: 1

No. 3
C4H4CrO4 | ωB97M-V with the def2-TZVPD basis set

Cartesian coordinates (Å):
O (-0.06528, -2.15972, -3.82909)
C (-0.05404, -1.49970, -2.90648)
Cr (-0.02283, 0.25533, -0.45291)
C (-1.33140, 1.27301, -1.16330)
C (1.70603, 0.66269, -0.76603)
O (-2.16479, 1.92139, -1.61548)
O (2.80689, 0.92250, -0.96565)
C (0.12507, -0.10103, 2.14611)
O (-0.43449, -0.80075, 1.07077)
H (1.22477, -0.24690, 2.14191)
H (-0.26903, -0.49437, 3.10834)
H (-0.10308, 0.98307, 2.05943)
H (-1.41781, -0.71552, 1.17238)

## Properties
- LUMO energy (spin up / spin down): -12.770 / -12.053 eV
- F_max: 10.55 eV/A
- Multiplicity: 5
- Total charge: +2

No. 4
C36H37HgN6O10S | ωB97M-V with the def2-TZVPD basis set

Cartesian coordinates (Å):
Hg (0.41561, -1.28298, -0.04674)
N (-0.25460, -4.31994, -1.22627)
C (1.07894, -4.89912, -1.22922)
C (2.31465, -4.06011, -0.86444)
O (3.40390, -4.65435, -0.99411)
N (2.13359, -2.82516, -0.42797)
C (3.33602, -2.14892, 0.02224)
C (3.14417, -1.26884, 1.26864)
O (4.16495, -0.92167, 1.87167)
O (1.95935, -0.92902, 1.59722)
H (-0.47705, -3.96625, -0.29931)
H (-0.27780, -3.50494, -1.83338)
H (1.28097, -5.32238, -2.21751)
H (1.09026, -5.74929, -0.53870)
H (3.73286, -1.48874, -0.76323)
H (4.12808, -2.86808, 0.24535)
O (1.13006, 2.72741, -6.10319)
C (2.15229, 2.54872, -5.12909)
C (1.66046, 1.74991, -3.95530)
C (2.44994, 1.73315, -2.78077)
C (2.03353, 0.93344, -1.74022)
N (0.92773, 0.19758, -1.77668)
C (0.11991, 0.23275, -2.87560)
C (0.51339, 1.01442, -3.99975)
C (-1.08754, -0.51844, -2.82787)
C (-2.09800, -0.41326, -3.82270)
C (-3.26330, -1.12016, -3.71672)
C (-4.31048, -1.05529, -4.79086)
O (-4.05583, -1.97800, -5.85741)
C (-3.45300, -1.95723, -2.59009)
C (-2.44237, -2.00830, -1.65278)
N (-1.29919, -1.34452, -1.74888)
H (1.54410, 3.04583, -6.91023)
H (2.51102, 3.52364, -4.77085)
H (3.01049, 2.02749, -5.57633)
H (3.35202, 2.32024, -2.69122)
H (2.60078, 0.88647, -0.81642)
H (-0.07822, 1.01552, -4.90097)
H (-1.96381, 0.25850, -4.65875)
H (-4.34254, -0.06418, -5.24978)
H (-5.29700, -1.26824, -4.35883)
H (-3.58978, -2.72492, -5.46572)
H (-4.36412, -2.52138, -2.44899)
H (-2.55373, -2.62205, -0.76629)
C (0.73258, -4.00106, 2.45728)
C (-0.53199, -3.23329, 2.57715)
N (-1.00843, -2.34885, 1.72567)
C (-2.20875, -1.91030, 2.24783)
C (-2.44781, -2.53705, 3.44318)
N (-1.37901, -3.36677, 3.62306)
C (-3.53730, -2.52315, 4.49060)
O (-4.52573, -1.78181, 4.24778)
O (-3.34047, -3.25647, 5.46759)
C (-3.01271, -0.87254, 1.55680)
O (-4.16986, -0.55920, 2.10210)
O (-2.61448, -0.34657, 0.53614)
H (1.37762, -3.52816, 1.71910)
H (0.53157, -5.02703, 2.13931)
H (1.25163, -4.03142, 3.41526)
H (-1.29057, -3.93836, 4.45046)
H (-4.32882, -1.04173, 3.00544)
O (0.28925, 1.29644, 0.96726)
S (-0.34772, 2.51413, 0.41664)
C (-1.82182, 2.85047, 1.43765)
C (-1.58136, 2.81832, 2.91419)
C (-1.08754, 1.67229, 3.53566)
C (-0.89391, 1.65259, 4.90688)
C (-1.18727, 2.76877, 5.67710)
C (-1.67079, 3.91542, 5.06619)
C (-1.86206, 3.93726, 3.69284)
C (0.71130, 3.86918, 1.07986)
C (2.12135, 3.56952, 0.68035)
C (2.80859, 2.53183, 1.30745)
C (4.04959, 2.12802, 0.84391)
C (4.63399, 2.78842, -0.22951)
C (3.96748, 3.83802, -0.84554)
C (2.70704, 4.21138, -0.40580)
H (-2.52538, 2.07251, 1.13185)
H (-2.18868, 3.82666, 1.10981)
H (-0.84227, 0.80812, 2.93785)
H (-0.51968, 0.75175, 5.37440)
H (-1.04706, 2.74103, 6.74957)
H (-1.90453, 4.79206, 5.65782)
H (-2.24175, 4.83371, 3.21599)
H (0.57435, 3.85498, 2.16119)
H (0.35213, 4.81131, 0.66225)
H (2.33196, 1.98420, 2.10771)
H (4.52572, 1.25787, 1.27648)
H (5.59395, 2.45869, -0.60433)
H (4.41315, 4.34336, -1.69328)
H (2.16382, 4.99614, -0.91918)

## Properties
- LUMO energy (spin up / spin down): 3.718 / 3.709 eV
- Energy above the lowest of the compared OMol25 structures with the same formula, charge and spin: 19.01 kJ/mol
- F_max: 0.40 eV/A
- Multiplicity: 2
- Total charge: -2